1.
A 3-piece molecular cluster, H2O5P2 overall, computed with wB97M-V/def2-TZVPD.

```
9
Properties=species:S:1:pos:R:3:forces:R:3:nbo_charge:R:1
O 0.747 -0.203 0.833 -1.1239 0.8811 0.0291 -0.993
O 3.040 0.701 0.706 1.2287 0.0226 -0.4902 -1.103
O 1.361 -0.151 3.711 -0.0702 0.8754 -0.2173 -1.328
O -3.396 -0.984 -3.184 -1.2512 -1.4549 0.9833 -1.167
O -1.664 0.368 -4.314 -0.1335 0.7372 -0.4526 -1.164
P -3.106 0.265 -3.904 1.2645 0.7192 -0.6709 1.331
P 1.705 1.065 1.158 -0.8949 -0.9330 1.3177 1.530
H -0.131 0.044 1.219 0.8988 -0.6530 -0.2566 0.495
H 1.443 -1.105 3.775 0.0817 -0.1944 -0.2426 0.399
```
Positions in Å, forces in eV/Å.

Summary:
Kohn-Sham gap ... 7.65 eV
Net charge ... -2
E_HOMO ... -1.21 eV
Energy above the lowest of the compared OMol25 structures with the same formula, charge and spin ... 2.9764 eV
LUMO energy ... 6.44 eV

2.
A 2-piece molecular cluster, C2H8NO2 overall, computed with wB97M-V/def2-TZVPD.

```
13
Properties=species:S:1:pos:R:3:forces:R:3:lowdin_spin:R:1
C -0.904 0.918 0.184 0.4704 0.1430 0.7460 0.006
N 0.362 0.172 0.225 0.6557 0.2126 -1.2984 0.075
C 1.106 0.306 -1.065 -0.2445 -0.5437 1.5466 0.079
O 1.437 1.601 -1.196 0.3168 0.5794 -0.7962 0.779
H -0.785 2.002 0.233 0.2076 0.0433 -0.0505 0.002
H -1.451 0.611 1.071 -0.4907 -0.0652 -0.2238 0.002
H -1.415 0.716 -0.745 -0.3505 -0.3757 -0.0380 0.000
H 1.016 0.635 0.851 -0.2976 -0.0666 0.4696 -0.002
H 0.499 -0.048 -1.905 -0.1309 0.1641 -0.1106 0.041
H 1.991 -0.343 -0.983 0.0091 -0.0109 -0.2078 0.014
H -0.026 -1.682 1.354 -0.2712 -0.0083 -0.7769 0.001
H -1.071 -2.582 0.553 0.4776 0.4134 0.0712 0.000
O -0.759 -2.306 1.422 -0.3517 -0.4855 0.6688 0.003
```
Positions in Å, forces in eV/Å.

Summary:
Kohn-Sham gap (spin up / spin down) ... 10.90 / 7.80 eV
<S²> ... 0.75
E_HOMO (spin up / spin down) ... -10.02 / -9.79 eV
2S+1 ... 2
Energy above the lowest of the compared OMol25 structures with the same formula, charge and spin ... 0.3355 eV
LUMO energy (spin up / spin down) ... 0.88 / -1.99 eV

3.
A 2-piece molecular cluster, C6H13N2O3 overall, computed with wB97M-V/def2-TZVPD.

```
24
Properties=species:S:1:pos:R:3:forces:R:3:nbo_charge:R:1
C 4.084 -0.004 -0.307 -0.9568 -0.2607 -1.3588 0.378
C -0.515 1.094 0.615 -1.5922 -0.9143 2.0285 -0.225
C -1.562 -1.157 0.509 0.8718 1.1699 -0.5900 -0.219
C -1.719 1.538 -0.277 2.8155 1.8465 -0.3381 -0.245
C -2.515 -0.552 -0.468 -2.8797 -1.7203 1.3677 -0.245
C 0.918 -0.807 0.179 -0.0121 1.0052 -0.4055 0.919
N -0.341 -0.386 0.447 2.3054 1.2367 0.1276 -0.427
N -2.908 0.781 0.011 2.5685 -1.0947 -0.4592 -0.596
O 4.201 1.231 0.105 0.0460 -2.5285 -1.3493 -0.538
O 1.963 -0.092 0.252 -0.6852 -0.2021 0.3391 -0.705
O 1.100 -2.017 -0.295 -0.3128 -1.4794 -0.3883 -0.653
H 3.839 -0.296 -1.433 0.3660 1.6012 2.5110 0.249
H 0.447 1.440 0.237 -0.4106 0.9097 0.5743 0.243
H -0.790 1.305 1.763 1.0434 -0.2648 -2.4645 0.213
H -1.919 -1.059 1.497 -0.6600 -0.1700 1.1996 0.227
H -1.392 -2.164 0.267 0.2260 -1.4952 -0.1448 0.195
H -1.814 2.666 -0.099 -0.1232 -1.6188 -0.5352 0.233
H -1.230 1.298 -1.315 -1.4192 0.8656 1.0813 0.158
H -2.055 -0.660 -1.455 -0.3860 0.5118 -0.3078 0.182
H -3.426 -1.205 -0.360 0.6975 0.5506 -0.6693 0.224
H -3.645 1.113 -0.538 -1.4458 0.6537 -0.8721 0.377
H 4.554 1.302 1.008 -0.1134 -0.1347 0.1335 0.533
H 4.451 -0.914 0.234 -0.3923 1.2840 0.2152 0.220
H 0.274 -2.456 -0.578 0.4493 0.2489 0.3052 0.502
```
Positions in Å, forces in eV/Å.

Summary:
Kohn-Sham gap ... 7.87 eV
Net charge ... +1
E_HOMO ... -12.64 eV
Energy above the lowest of the compared OMol25 structures with the same formula, charge and spin ... 1.3972 eV
LUMO energy ... -4.77 eV

4.
C13H20BFI2O5Ta as an isolated structure, computed with wB97M-V/def2-TZVPD.

```
43
Properties=species:S:1:pos:R:3:forces:R:3:nbo_charge:R:1
C -2.840 0.591 -3.995 -0.3567 -1.0690 0.2126 -0.345
C -1.788 0.598 -3.374 0.9825 1.5586 0.8304 0.019
C -0.474 0.888 -2.559 -1.5367 -1.0362 -1.0884 -1.020
Ta -0.889 -0.126 -0.483 -1.5038 -0.5511 -1.5235 2.264
C -2.313 1.587 0.122 0.0180 0.1120 0.2698 -0.960
C -2.289 2.907 -0.738 -0.2533 1.2332 0.5917 -0.442
C -1.076 3.891 -0.430 -1.4101 -0.1097 -0.5918 0.050
F -1.582 5.224 -0.721 0.6532 -0.9948 0.3664 -0.414
C -1.381 -1.011 1.637 1.8631 0.9770 -0.3979 -1.029
C -0.340 -2.015 2.201 -3.0000 -2.3907 1.4537 0.802
O -0.791 -2.976 2.806 1.0604 1.0950 -0.8389 -0.559
O 1.067 -1.997 2.027 -0.0158 1.5723 0.7687 -0.557
C 1.798 -1.802 3.194 2.0497 0.2388 0.8967 0.823
C 3.256 -1.215 2.964 -0.4825 -0.4766 -1.5734 -0.726
O 1.470 -2.055 4.328 -0.6301 0.2435 -1.3017 -0.571
B 0.820 1.063 0.603 1.9195 1.8005 0.4791 0.539
O 1.215 0.959 1.989 -1.0681 1.0842 -0.6251 -1.009
O 1.550 2.077 -0.110 -0.6735 -0.8788 1.2267 -0.954
C 0.309 -2.016 -1.000 1.5003 -0.4430 -0.6944 -0.647
I -0.781 -3.945 -0.787 0.2480 0.9189 0.0090 0.088
C 1.588 -2.199 -1.463 -1.3962 -1.9686 0.3545 -0.191
C 2.223 -3.632 -1.739 0.3955 0.8164 -0.2063 -0.685
I 2.826 -0.532 -1.906 -0.1436 -0.5402 0.1938 0.173
H -3.831 0.272 -4.388 1.5222 0.6730 0.4857 0.237
H -0.268 1.987 -2.464 -0.2097 -1.0516 -0.4022 0.253
H 0.309 0.351 -3.157 -0.3799 0.7431 0.7381 0.256
H -2.396 -0.976 -1.213 0.0123 0.0517 0.4999 -0.482
H -2.028 1.877 1.191 -0.3903 -0.2307 -1.1231 0.205
H -3.389 1.229 0.194 1.2590 0.2958 -0.1456 0.244
H -3.209 3.511 -0.436 1.1105 -0.5488 -0.3868 0.202
H -2.371 2.792 -1.852 0.1276 -0.2945 1.0443 0.224
H -0.203 3.754 -1.119 -0.6729 0.0249 0.9706 0.186
H -0.820 3.869 0.664 -0.0055 0.0704 -1.0964 0.157
H -2.378 -1.508 1.512 1.0955 0.2324 0.5610 0.273
H -1.440 -0.126 2.349 -0.0274 -1.0686 -0.7857 0.242
H 3.934 -1.405 3.834 -0.9946 0.1795 -0.6495 0.224
H 3.161 -0.121 2.719 0.0517 -1.1017 0.4239 0.260
H 3.714 -1.696 2.041 -0.5649 0.5427 1.0378 0.224
H 0.423 1.255 2.487 0.6299 -0.6222 -0.0837 0.493
H 2.067 2.615 0.522 -0.1424 -0.4152 -0.2521 0.467
H 3.297 -3.537 -2.066 -1.0532 0.0060 0.3847 0.215
H 2.188 -4.264 -0.798 -0.1084 0.7688 -1.1606 0.238
H 1.661 -4.142 -2.582 0.5205 0.5531 1.1282 0.233
```
Positions in Å, forces in eV/Å.

Summary:
Kohn-Sham gap ... 6.75 eV
Net charge ... -1
E_HOMO ... -5.10 eV
LUMO energy ... 1.65 eV

5.
C4H9N3O as an isolated structure, computed with wB97M-V/def2-TZVPD.

```
17
Properties=species:S:1:pos:R:3:forces:R:3:nbo_charge:R:1
C 1.110 0.209 1.350 -0.7269 0.1869 -0.0207 -0.417
C 1.038 -0.868 -0.861 -0.6740 0.2714 0.0575 -0.400
N 0.330 -0.047 0.131 -1.3426 -2.0816 0.9186 -0.370
C -1.109 -0.422 0.444 2.8603 -2.7877 0.2510 0.828
N -1.735 -1.075 -0.602 0.2637 1.1145 0.2934 -0.840
C -0.787 2.191 -0.505 2.9559 -0.7573 -0.0843 -0.206
N 0.297 1.657 -0.708 -2.6857 3.2263 -0.2941 -0.313
O -1.460 -0.558 1.590 -0.2671 1.1482 -0.3839 -0.581
H -2.618 -1.481 -0.329 -0.0922 0.2915 -0.2095 0.408
H -1.667 -0.632 -1.505 -0.1922 -0.1271 -0.1189 0.398
H -0.897 3.266 -0.613 -0.3132 -0.1520 -0.4290 0.225
H 0.971 -0.593 2.071 0.1221 -0.0711 0.0521 0.215
H 0.728 1.128 1.787 -0.0589 0.0425 0.1588 0.220
H 2.167 0.366 1.144 -0.1353 -0.1443 -0.3718 0.211
H 1.063 -1.920 -0.580 0.2648 -0.0328 0.0798 0.202
H 2.026 -0.429 -0.986 0.0524 -0.1671 0.1026 0.218
H 0.543 -0.792 -1.827 -0.0313 0.0395 -0.0019 0.203
```
Positions in Å, forces in eV/Å.

Summary:
Kohn-Sham gap ... 8.62 eV
E_HOMO ... -7.85 eV
Energy above the lowest of the compared OMol25 structures with the same formula, charge and spin ... 3.8686 eV
LUMO energy ... 0.77 eV

no.,E (hartree),strongest force on any atom (eV/A)
1,-1060.20350,2.16
2,-286.13568,1.66
3,-571.32881,3.62
4,-1660.51037,4.10
5,-397.20848,4.21